# 1
DFT (ωB97M-V/def2-TZVPD) results for C2H4LiOSc as an isolated structure at a distorted geometry.

The orbital gap (spin up / spin down) is 7.722 / 8.769 eV. As for the net charge: +2. The calculation puts the energy at -921.36053 Ha. The value obtained for the molar mass is 95.950 g/mol. The LUMO energy (spin up / spin down) comes out at -9.512 / -9.581 eV. The HOMO energy (spin up / spin down) is -17.23 / -18.35 eV. The calculation puts the energy relative to the best compared isomer or geometry (same formula, charge and spin) at 3.207 eV.

```
9
Properties=species:S:1:pos:R:3:forces:R:3
C -0.0013 -0.3241 0.3094 0.327 -1.401 0.614
H -0.6352 -0.5394 1.1807 0.159 0.077 -0.272
C 0.6953 -1.3192 -0.2959 0.052 0.451 0.073
H 0.6233 -2.3430 0.0683 0.074 0.269 -0.101
H 1.1702 -1.1700 -1.2757 -0.119 0.001 0.121
O 0.1733 0.9592 -0.0046 0.892 1.159 -0.363
Li -1.2905 2.1572 -0.1275 0.729 0.166 -0.126
Sc 2.2667 0.7656 0.1278 -1.230 -0.570 -0.015
H -3.0018 1.8137 0.0175 -0.887 -0.151 0.070
```
Forces are in eV/Å.

---

# 2
DFT (ωB97M-V/def2-TZVPD) results for a 2-piece molecular cluster, C3H8 overall at a distorted geometry.

As for the SMILES: C=C.C. The orbital gap is 11.384 eV. The calculation puts the energy at -119.05350 Ha. The value obtained for the molar mass is 44.097 g/mol. The LUMO energy comes out at 1.137 eV. The HOMO energy is -10.25 eV. The calculation puts the energy relative to the best compared isomer or geometry (same formula, charge and spin) at 1.142 eV.

```
11
Properties=species:S:1:pos:R:3:forces:R:3
C 1.4901 1.9989 1.2230 -1.260 -1.281 -0.380
H 2.3309 1.4689 1.6572 0.310 0.563 0.167
H 1.1371 1.3335 0.4231 0.237 0.337 -0.218
H 1.6297 2.9991 0.8368 0.419 0.050 0.125
H 0.6348 1.9642 1.9020 0.289 0.322 0.302
C -0.8577 -2.0664 -0.6395 0.261 0.213 -0.113
C -1.5418 -1.2200 -1.3900 -0.410 0.188 0.131
H -0.0290 -2.6422 -1.0324 0.001 -0.003 0.020
H -1.0644 -2.1487 0.4197 -0.087 -0.197 -0.024
H -1.3528 -1.0144 -2.4355 0.152 -0.259 -0.030
H -2.3769 -0.6729 -0.9645 0.089 0.066 0.022
```
Forces are in eV/Å.

---

# 3
DFT (ωB97M-V/def2-TZVPD) results for one molecule with the formula C18H15BrF5N5O at a distorted geometry.

As for the SMILES: CCn1ncc(Br)c1C(=O)Nc1c(C)nn(Cc2c(F)c(F)c(F)c(F)c2F)c1C. The orbital gap is 7.564 eV. The calculation puts the energy at -4116.58454 Ha. The value obtained for the molar mass is 492.246 g/mol. The LUMO energy comes out at -0.531 eV. The HOMO energy is -8.10 eV.

```
45
Properties=species:S:1:pos:R:3:forces:R:3
C 2.1985 1.3711 2.8822 -8.741 5.043 -1.157
H 2.9749 0.8223 2.9656 5.318 -3.905 0.272
H 1.3314 1.0723 3.7098 2.318 0.737 -2.315
H 2.4120 2.4558 2.9805 0.152 -0.713 0.538
C 1.4591 1.4059 1.2927 11.541 -11.578 4.700
N 0.4371 2.0686 1.2556 -8.238 7.468 -1.423
C -0.6077 1.9713 1.9658 -9.148 3.713 0.965
C -1.6754 3.0359 1.4953 5.544 -2.194 0.081
C -0.8473 3.6897 0.5579 2.463 -12.456 8.672
N 0.3615 3.1569 0.5173 0.931 1.454 -2.801
H -1.0538 4.4129 0.1309 -3.198 12.310 -7.669
Br -3.4029 3.3577 2.0140 -0.233 0.030 0.231
C -1.1837 1.1329 2.9237 0.319 -8.134 8.270
O -1.3841 1.2112 4.2423 0.563 1.740 -6.453
N -1.3134 -0.3233 2.5650 1.117 1.344 1.858
C -0.9176 -0.9302 1.3854 -3.132 3.763 -2.138
C -1.6042 -0.4109 0.2001 3.846 -6.655 1.484
N -1.0716 -1.3641 -0.7481 -5.615 2.740 0.229
N -0.4043 -2.2395 -0.1761 4.666 -4.889 -1.098
C -0.0928 -2.0309 1.1017 -8.333 7.161 -6.857
C 0.6658 -2.7128 1.8668 8.806 -7.977 9.671
H 1.3942 -2.2010 2.6430 -1.505 0.093 -1.636
H 1.4132 -3.4105 1.4380 -0.522 0.559 -0.741
H 0.2706 -3.4915 2.6507 -0.465 1.340 -1.326
C -1.6567 -1.4638 -2.2659 14.269 -2.751 5.852
C -0.1328 -1.1302 -2.8197 -2.706 -4.333 -3.925
C 0.4391 -1.8594 -3.9241 -15.819 -4.551 6.640
C 1.4961 -1.9763 -4.4238 17.763 2.532 -7.792
C 2.5796 -0.8515 -4.0908 -5.798 1.973 4.623
C 2.0758 0.0966 -3.0395 -2.377 -7.973 -4.732
C 0.6747 -0.1907 -2.5021 4.683 4.777 0.701
F 0.2915 0.7803 -1.6818 -0.138 0.755 0.970
F 2.7946 1.0360 -2.6578 1.717 3.362 1.596
F 3.6834 -0.5669 -4.7208 0.242 -0.756 -0.481
F 2.0487 -2.6684 -5.4768 -1.689 -0.380 1.302
F -0.4959 -3.1873 -4.1473 2.097 3.325 0.022
H -1.9741 -2.2781 -2.5702 -3.575 -7.392 -2.692
H -1.8853 -0.6212 -2.2533 -6.140 12.709 -0.909
C -2.7721 0.3772 -0.0751 0.110 1.263 2.423
H -3.4888 -0.2070 -0.6819 0.025 0.879 0.477
H -3.0932 0.8311 0.9821 0.003 -1.160 -2.642
H -2.1663 1.1244 -0.5504 -1.321 1.735 -1.194
H -1.2951 -1.0275 3.3425 -0.284 1.869 -0.411
H 1.3591 0.2602 1.1593 -0.994 1.444 0.241
H 2.1581 1.4725 0.5372 1.477 1.681 -1.426
```
Forces are in eV/Å.

---

# 4
DFT (ωB97M-V/def2-TZVPD) results for an isolated ion of composition C2H5S and charge -1 at a distorted geometry.

As for the SMILES: CC[S-]. The orbital gap is 6.462 eV. As for the net charge: -1. The calculation puts the energy at -477.38064 Ha. The value obtained for the molar mass is 61.129 g/mol. The LUMO energy comes out at 4.538 eV. The HOMO energy is -1.92 eV. The calculation puts the energy relative to the best compared isomer or geometry (same formula, charge and spin) at 0.727 eV.

```
8
Properties=species:S:1:pos:R:3:forces:R:3
C -0.2667 0.4173 -0.6979 0.030 0.211 1.623
C 0.2031 -0.5509 0.5036 -5.076 0.397 0.028
S 0.7965 0.2445 1.9202 1.054 1.659 1.776
H -0.8859 1.2969 -0.3760 0.221 -1.034 0.240
H 0.6739 0.8991 -0.9210 0.361 0.131 -0.832
H -0.7745 -0.0304 -1.5684 0.452 -0.194 0.205
H -0.7366 -1.1472 0.9779 1.963 0.610 -1.944
H 0.9902 -1.1294 0.1617 0.996 -1.781 -1.095
```
Forces are in eV/Å.

---

# 5
DFT (ωB97M-V/def2-TZVPD) results for an isolated ion of composition C5H15N2 and charge +1 at a distorted geometry.

As for the SMILES: CC[NH2+]CCNC. The orbital gap is 10.910 eV. As for the net charge: +1. The calculation puts the energy at -308.72964 Ha. The value obtained for the molar mass is 103.189 g/mol. The LUMO energy comes out at -2.805 eV. The HOMO energy is -13.72 eV. The calculation puts the energy relative to the best compared isomer or geometry (same formula, charge and spin) at 1.715 eV.

```
22
Properties=species:S:1:pos:R:3:forces:R:3
C 0.2041 1.2942 -0.8038 -1.057 -0.524 -1.152
N 0.5413 1.6539 0.5674 0.760 1.267 -0.533
C -0.2351 2.7950 1.1195 -1.214 -1.339 1.756
C -0.8342 0.1129 -0.7802 1.469 1.884 0.188
N -0.3841 -0.8685 0.3072 -1.647 1.276 -1.448
C 0.7009 -1.7907 -0.2213 -1.601 -0.531 -0.474
C 0.0659 -3.2106 -0.2595 2.273 -0.296 1.799
H 1.1080 1.0618 -1.3982 -0.350 -0.136 0.520
H -0.3571 2.0484 -1.4200 0.672 -0.082 0.714
H 1.4432 2.1086 0.4616 0.390 -0.827 0.359
H -0.5817 2.5861 2.1682 0.649 -0.075 -0.687
H -1.2044 2.8156 0.6129 0.365 1.021 -0.401
H 0.4060 3.6707 1.2198 -0.653 0.311 -0.645
H -0.9200 -0.2591 -1.8186 -0.224 -0.547 0.971
H -1.7285 0.6372 -0.4362 -0.336 -0.752 -0.039
H -1.2904 -1.2662 0.5965 0.939 -0.884 -0.054
H -0.1467 -0.2249 1.0709 0.945 0.140 0.035
H 1.6376 -1.6471 0.3163 -0.345 -0.172 0.251
H 0.8447 -1.4733 -1.2596 0.216 0.093 0.369
H -0.9289 -3.2364 0.1679 -0.329 -0.017 -0.561
H 0.2103 -3.6579 -1.2202 -0.576 -0.165 -0.615
H 0.6499 -3.8678 0.4238 -0.345 0.355 -0.355
```
Forces are in eV/Å.